41
Properties=species:S:1:pos:R:3 method="wB97M-V/def2-TZVPD" e_tot_ev=-27743.153 homo_ha=-0.0929 total_charge=-1 homo_lumo_gap_ha=0.1714 multiplicity=1
C 5.3464 4.2038 0.8809
C 4.1864 4.9428 0.1249
P 3.0081 5.6761 1.4192
N 3.0637 7.3779 1.1929
C 1.2504 5.1393 0.9782
C 1.1061 3.7267 0.3258
H 5.0675 4.1057 1.9361
H 6.2498 4.8201 0.8533
H 5.5357 3.2035 0.4740
H 4.6516 5.7745 -0.4148
H 3.7150 4.3029 -0.6380
H 2.7825 7.5492 0.2189
H 0.7292 5.8845 0.3599
H 0.7005 5.1101 1.9264
H 0.7334 2.9863 1.0477
H 2.0285 3.3156 -0.0947
H 0.3418 3.7542 -0.4635
C 0.3851 -1.1648 1.4174
C 0.9870 -0.2169 0.5999
C 0.6493 -0.1446 -0.7455
C -0.2978 -1.0149 -1.2710
C -0.9026 -1.9606 -0.4525
C -0.5583 -2.0385 0.8909
H 0.6510 -1.2224 2.4654
H 1.7194 0.4661 1.0105
H 1.1227 0.5909 -1.3830
H -0.5646 -0.9554 -2.3187
H -1.6417 -2.6379 -0.8622
H -1.0258 -2.7792 1.5285
C -3.6853 -6.4405 0.1354
C -3.5087 -5.0656 0.0482
C -4.0716 -4.3584 -1.0067
C -4.8186 -5.0253 -1.9696
C -4.9977 -6.3997 -1.8804
C -4.4280 -7.1081 -0.8302
H -3.2440 -6.9920 0.9559
H -2.9316 -4.5449 0.8021
H -3.9292 -3.2876 -1.0784
H -5.2607 -4.4733 -2.7892
H -5.5811 -6.9191 -2.6303
H -4.5635 -8.1802 -0.7636

=====

81
Properties=species:S:1:pos:R:3 method="wB97M-V/def2-TZVPD" e_tot_ev=-381455.848 homo_ha="-0.3162 / -0.3208" total_charge=-1 homo_lumo_gap_ha="0.3748 / 0.1538" multiplicity=7
Mn -0.7064 -0.2153 -0.4401
As -2.7001 1.2600 -4.2362
F -4.2803 0.4777 -3.7654
F -2.1418 -0.3504 -4.9912
F -1.1012 2.1003 -4.6121
F -3.1886 2.8210 -3.4837
F -1.9450 0.5242 -2.7534
F -3.5400 1.8018 -5.8502
As -2.2503 -3.1416 -2.4289
F -2.9751 -3.3532 -0.8365
F -1.4055 -1.8437 -1.6184
F -1.4958 -2.7981 -3.9811
F -3.3332 -4.2776 -3.2703
F -3.4173 -1.8719 -2.8201
F -1.0673 -4.4159 -2.0619
As -4.4403 -0.0348 0.3004
F -3.8426 -1.4598 1.1657
F -4.9838 -1.0031 -1.1489
F -4.6745 1.4839 -0.6425
F -3.9339 1.0708 1.6368
F -2.8001 0.0604 -0.3845
F -6.0209 -0.2094 0.8842
As 1.6706 -0.7367 -3.4953
F 2.6847 -1.0409 -4.9074
F 1.6701 0.9592 -3.7902
F 0.6924 -0.4165 -1.9908
F 1.5259 -2.4776 -3.1071
F 3.1006 -0.6710 -2.4438
F 0.2750 -0.8659 -4.6007
C 4.2359 -4.0762 -0.6722
C 3.1594 -3.9135 0.4428
C 3.5081 -2.6269 1.2351
O 2.2378 -1.9295 1.2693
C 1.4598 -2.5156 0.4671
O 0.3793 -2.0101 0.1248
O 1.9935 -3.5137 -0.2050
H 4.3536 -3.0707 -1.0762
H 3.9165 -4.5723 -1.5887
H 5.2103 -4.4499 -0.3575
H 3.0573 -4.8930 0.9099
H 4.2604 -1.9273 0.8709
H 3.7545 -2.8847 2.2651
C -2.3703 5.6413 2.2486
C -2.8789 4.5722 1.3084
C -2.8985 4.9668 -0.1932
O -1.8885 4.2691 -0.7602
C -1.5992 3.1226 -0.0256
O -1.0443 2.1183 -0.4651
O -1.9530 3.4367 1.2258
H -1.3541 6.0166 2.1279
H -2.2933 5.4582 3.3203
H -3.1257 6.4271 2.2385
H -3.8599 4.1919 1.5934
H -2.7018 6.0166 -0.4106
H -3.8618 4.7707 -0.6641
C 5.6323 0.0174 -0.3237
C 4.8091 1.1692 0.0938
C 4.4787 2.2079 -0.9847
O 3.2182 2.5287 -0.6056
C 2.6328 1.6115 0.0831
O 1.4957 1.5945 0.4631
O 3.5117 0.6046 0.4194
H 6.4988 0.2537 -0.9414
H 5.0546 -0.5672 -1.0397
H 5.8533 -0.7042 0.4627
H 5.2406 1.5747 1.0089
H 4.5061 1.8697 -2.0206
H 5.1101 3.0960 -0.9566
C -1.3958 -2.6473 5.0873
C -1.4718 -1.0440 4.8668
C -0.2137 -0.2559 5.0272
O 0.0819 0.1478 3.7047
C -0.8883 -0.2751 2.8685
O -0.9410 -0.0381 1.6816
O -1.8533 -0.7930 3.5580
H -1.4508 -2.8710 6.1527
H -0.5814 -3.1688 4.5846
H -2.2812 -3.1116 4.6529
H -2.1801 -0.6698 5.6060
H 0.5391 -1.0207 5.2185
H -0.4774 0.4902 5.7768

=====

75
Properties=species:S:1:pos:R:3 method="wB97M-V/def2-TZVPD" e_tot_ev=-2126915.260 homo_ha=-0.4056 total_charge=+1 homo_lumo_gap_ha=0.2506 multiplicity=1
C -1.8371 -2.1364 -1.7202
C -2.6961 -2.4212 -2.9015
C -2.2090 -2.5462 -4.4619
N -0.7104 -2.5414 -4.6699
C -0.1371 -1.4295 -5.5708
C 0.4575 -2.0138 -7.0019
F 0.2019 -1.0932 -8.1627
C 0.1487 -3.5076 -4.1323
N 1.6631 -3.5065 -4.3703
N -0.3677 -4.6644 -3.2555
N -1.0205 -5.6207 -4.0240
H -1.1846 -1.1813 -1.5415
H -1.8626 -2.9322 -0.8313
H -3.8628 -2.5373 -2.6953
H -2.6116 -3.5398 -4.9832
H -2.7430 -1.6580 -5.0525
H -0.9765 -0.6245 -5.8360
H 0.6997 -0.8104 -4.9868
H 1.6427 -2.0238 -6.8670
H 0.1318 -3.1187 -7.2354
H 1.9350 -4.5178 -4.5535
H 2.1015 -3.3130 -3.4201
H 0.4833 -5.1231 -2.8187
H -0.7633 -6.5574 -3.6267
H -2.0461 -5.5011 -3.7652
C -3.8768 -5.5942 -0.4338
Br -2.5224 -5.1250 0.8815
Br -5.6685 -5.5422 0.3220
Br -3.7361 -4.5036 -2.0384
H -3.6861 -6.6300 -0.7335
C -4.5929 -3.8265 4.0189
Br -4.0284 -2.0351 3.5124
Br -4.0184 -4.2844 5.8201
Br -6.5080 -4.0753 3.7847
H -4.0942 -4.5235 3.3373
C -5.1780 0.8938 0.5553
Br -6.7057 0.4061 1.6566
Br -4.3863 -0.6571 -0.3119
Br -5.6242 2.2895 -0.7241
H -4.4184 1.3069 1.2272
C 0.6399 2.2674 -4.0561
Br 1.8776 1.6277 -5.4139
Br -0.1274 3.9908 -4.5305
Br -0.7332 0.9506 -3.6503
H 1.2202 2.4171 -3.1397
C 2.4204 2.9015 0.2530
Br 1.3659 1.4724 -0.5408
Br 3.2344 4.0377 -1.0999
Br 1.3888 3.9333 1.5397
H 3.2377 2.4266 0.8057
C 5.7555 1.9291 3.4579
Br 4.2672 0.8960 2.7490
Br 7.2301 0.7877 4.0119
Br 6.3354 3.3091 2.2156
H 5.3914 2.4395 4.3557
C 6.3512 3.5557 7.1319
Br 4.5125 3.3181 6.5425
Br 7.4655 4.3246 5.7350
Br 6.4554 4.5761 8.7847
H 6.7496 2.5585 7.3461
C 0.8092 7.9219 1.9155
Br 2.1636 8.3911 3.2308
Br -0.9825 7.9739 2.6713
Br 0.9500 9.0125 0.3109
H 0.9999 6.8861 1.6158
C 1.5934 -5.6341 2.6276
Br 1.8897 -6.5273 4.3302
Br 1.3712 -6.9056 1.1722
Br 0.1150 -4.3732 2.7192
H 2.4959 -5.0534 2.4099
C -0.3118 10.2041 6.3461
Br 0.2528 11.9956 5.8396
Br 0.2628 9.7463 8.1473
Br -2.2268 9.9554 6.1120
H 0.1869 9.5071 5.6645

=====

49
Properties=species:S:1:pos:R:3 method="wB97M-V/def2-TZVPD" e_tot_ev=-131468.332 homo_ha=-0.3399 smiles="O=C1O[C@@](Cl)(Br)C[C@@]1(S)Cl.CCCC#N.CCCC#N.CCCC#N" homo_lumo_gap_ha=0.3562 multiplicity=1
O 1.6153 3.5094 -1.9870
C 1.9141 2.4575 -2.4223
O 3.0321 2.2355 -3.2440
C 3.7214 1.1543 -2.6785
Cl 4.4503 0.1243 -3.8819
Br 5.2164 1.9630 -1.6062
C 2.7559 0.4540 -1.7000
C 1.3993 1.0506 -2.1414
S 0.9102 0.3680 -3.7854
Cl 0.1310 0.8981 -0.9578
H 2.7945 -0.6336 -1.7115
H 2.9218 0.8700 -0.7038
H -0.4118 0.2674 -3.6026
C -5.1930 0.4372 -2.4712
C -4.0961 0.5845 -1.4216
C -3.3408 1.9123 -1.5311
C -2.6752 2.0480 -2.8269
N -2.1757 2.1525 -3.8604
H -4.7807 0.4415 -3.4814
H -5.7238 -0.5057 -2.3370
H -5.9232 1.2466 -2.4008
H -3.3893 -0.2375 -1.5094
H -4.5325 0.5210 -0.4259
H -2.5803 1.9796 -0.7529
H -4.0204 2.7583 -1.4096
C 7.3176 0.3190 1.3052
C 6.2530 0.4483 2.3875
C 5.4227 -0.8298 2.5584
C 4.7096 -1.1706 1.3264
N 4.1677 -1.4347 0.3451
H 6.8696 0.1411 0.3273
H 7.9053 1.2343 1.2356
H 8.0013 -0.5041 1.5233
H 5.5878 1.2812 2.1514
H 6.7266 0.6788 3.3433
H 4.6857 -0.7094 3.3532
H 6.0659 -1.6705 2.8242
C -5.7911 -2.8296 2.3139
C -4.6814 -2.6570 3.3439
C -3.9261 -1.3319 3.1873
C -3.2846 -1.2342 1.8749
N -2.7984 -1.1600 0.8332
H -5.3904 -2.8508 1.2994
H -6.3235 -3.7661 2.4772
H -6.5162 -2.0157 2.3766
H -3.9750 -3.4850 3.2649
H -5.1044 -2.6932 4.3490
H -3.1531 -1.2354 3.9503
H -4.6099 -0.4880 3.2966

=====

43
Properties=species:S:1:pos:R:3 method="wB97M-V/def2-TZVPD" e_tot_ev=-90561.620 homo_ha=-0.2988 smiles=CC1CCN(CCCCOc2ccc(Br)cc2)CC1 de_lowest_kcal_mol=0.0 homo_lumo_gap_ha=0.3309 multiplicity=1
C 1.7898 -4.2658 0.6431
C 1.3822 -2.9201 0.0510
C 0.2051 -3.0694 -0.9142
C -0.2046 -1.6937 -1.4524
N -0.5615 -0.7466 -0.4155
C -1.8660 -0.9567 0.1893
C -2.4622 0.3761 0.6548
C -2.5314 1.3711 -0.5035
C -2.5079 2.8213 -0.0170
O -1.4011 3.1001 0.8205
C -0.1418 3.0282 0.3228
C 0.8797 2.9974 1.2765
C 2.2017 2.9193 0.8962
C 2.5139 2.8729 -0.4526
Br 4.3376 2.7283 -0.9906
C 1.5220 2.9262 -1.4129
C 0.1958 3.0072 -1.0280
C 0.5297 -0.6006 0.5296
C 0.9975 -1.9249 1.1468
H 2.6371 -4.1462 1.3145
H 0.9655 -4.7005 1.2052
H 2.0704 -4.9604 -0.1455
H 2.2333 -2.5088 -0.5050
H -0.6408 -3.5239 -0.3927
H 0.4783 -3.7211 -1.7461
H -1.0462 -1.7895 -2.1432
H 0.6381 -1.2626 -2.0048
H -1.8402 -1.6536 1.0404
H -2.5237 -1.3850 -0.5714
H -3.4530 0.2013 1.0773
H -1.8353 0.7960 1.4424
H -1.6653 1.1829 -1.1395
H -3.4351 1.2172 -1.0945
H -3.3739 3.0212 0.6202
H -2.5370 3.5152 -0.8670
H 0.6094 3.0327 2.3201
H 2.9839 2.8870 1.6386
H 1.7785 2.9028 -2.4610
H -0.5610 3.0601 -1.7935
H 0.2262 0.0932 1.3151
H 1.3651 -0.1428 -0.0117
H 1.8498 -1.7349 1.8015
H 0.1972 -2.3508 1.7568

=====

58
Properties=species:S:1:pos:R:3 method="wB97M-V/def2-TZVPD" e_tot_ev=-86028.282 homo_ha=-0.5797 total_charge=+3 de_lowest_kcal_mol=71.1 homo_lumo_gap_ha=0.0912 multiplicity=1
Ca -3.8695 2.0900 1.7826
Ca -3.0956 2.0974 -2.4170
N -1.6038 0.1909 -0.1806
O -2.0279 1.0465 0.6445
O -2.1979 0.3154 -1.2425
O -0.8279 -0.7207 0.1328
C 2.1037 -0.5553 4.4827
C 0.8922 -1.3357 4.0817
C 0.9346 -2.4123 3.0507
O 0.3349 -3.5922 3.6716
C -0.1123 -3.2468 4.8960
O -0.7645 -3.9182 5.7168
O 0.2550 -1.9710 5.1603
H 2.9222 -1.2554 4.6503
H 2.0015 0.1848 5.2764
H 2.4642 -0.0465 3.5887
H 0.2114 -0.6089 3.6387
H 1.8890 -2.5124 2.5337
H 0.2703 -2.1630 2.2233
C 0.8492 5.1759 5.0267
C 1.0646 3.9952 4.1314
C 1.2217 2.6804 4.7765
O 0.2106 1.8853 4.2896
C -0.6449 2.6106 3.6021
O -1.7385 2.2913 3.1197
O -0.1008 3.7620 3.3623
H 1.5078 5.0673 5.8884
H -0.0729 5.3464 5.5824
H 1.0030 6.1077 4.4825
H 1.9076 4.0781 3.4454
H 1.1498 2.8026 5.8573
H 2.2475 2.3962 4.5417
C 3.4362 1.5726 -5.0497
C 1.9969 2.1593 -4.8555
C 1.0475 1.8436 -6.0433
O 0.2861 0.7669 -5.5932
C 0.3241 0.7321 -4.3125
O -0.4317 0.0592 -3.5589
O 1.3177 1.5456 -3.7970
H 3.9994 1.8292 -4.1524
H 4.1039 2.1709 -5.6696
H 3.6408 0.5053 -5.1342
H 2.0549 3.1711 -4.4542
H 1.6263 1.5486 -6.9186
H 0.5350 2.7502 -6.3650
C -3.0929 -2.7467 -2.3463
C -2.1425 -3.4380 -3.3471
C -2.0070 -5.0125 -3.1139
O -1.8521 -5.4031 -4.4748
C -2.5745 -4.5082 -5.2775
O -3.0283 -4.6732 -6.3871
O -2.6052 -3.2927 -4.5938
H -2.4895 -2.4371 -1.4930
H -3.8244 -3.4391 -1.9296
H -3.6724 -1.9030 -2.7209
H -1.1473 -3.0033 -3.2531
H -2.7760 -5.3573 -2.4227
H -1.1097 -5.2263 -2.5332

=====

48
Properties=species:S:1:pos:R:3 method="wB97M-V/def2-TZVPD" e_tot_ev=-56529.341 homo_ha="-0.5143 / -0.5358" total_charge=+2 de_lowest_kcal_mol=0.0 homo_lumo_gap_ha="0.2700 / 0.1726" multiplicity=6
C 1.1825 -1.4134 -2.4153
I 3.7462 1.9434 -3.0977
H 0.3775 -2.1866 -2.6076
H 1.5815 -1.7412 -1.4564
H 1.8110 -1.3858 -3.2824
Ru -0.7540 0.0533 -2.0051
P -0.5341 0.3901 -4.1138
C 0.9433 0.7695 -5.1644
C -1.0030 -1.1235 -5.0373
H -2.6780 1.4636 -4.3578
H -1.6174 1.7722 -5.8104
H -1.3241 2.6423 -4.2562
C -1.6510 1.6851 -4.7016
H -1.9749 -1.4785 -4.6663
H -1.0537 -0.9103 -6.1209
H 0.6601 0.8197 -6.2390
H 1.7028 -0.0146 -5.0435
H -0.2388 -1.9047 -4.8752
H 1.3743 1.7319 -4.8610
C 1.4199 0.8552 -1.9677
O 2.4147 0.2845 -1.5257
Cl -2.9796 -0.4896 -2.2216
C 1.0397 0.1806 4.8760
N 1.0901 0.3858 3.4359
N 0.1822 -0.0782 2.5622
C 0.4719 0.3796 1.2540
O -0.2879 0.1104 0.3095
C 1.7063 1.0909 1.4115
C 1.9864 1.1542 2.7630
C 3.0253 1.9185 3.4653
C -1.0063 -0.6798 3.0200
C -1.7832 -0.0345 3.9932
C -2.9492 -0.6749 4.4346
C -3.3284 -1.8861 3.8334
C -2.5586 -2.5031 2.8338
C -1.3948 -1.8928 2.4153
H 2.0620 -0.0695 5.2157
H 0.4112 -0.6653 5.1812
H 0.7091 1.1083 5.3987
H 2.2652 1.4348 0.5666
H 2.5742 2.6417 4.1668
H 3.6755 1.2974 4.0934
H 3.6577 2.4607 2.7379
H -1.4747 0.8939 4.4294
H -3.5507 -0.2011 5.2242
H -4.2776 -2.3421 4.1457
H -2.8860 -3.4656 2.4028
H -0.7645 -2.3268 1.6572

=====

50
Properties=species:S:1:pos:R:3 method="wB97M-V/def2-TZVPD" e_tot_ev=-48871.241 homo_ha="-0.5133 / -0.5132" total_charge=+2 homo_lumo_gap_ha="0.0936 / 0.0938" multiplicity=2
Pb -21.5376 -29.3286 -30.2778
Cl -17.8866 -30.0132 -28.6643
O -18.1776 -31.2029 -27.9308
O -16.9270 -29.1353 -28.0624
O -17.4125 -30.4282 -29.9934
O -19.1462 -29.3090 -28.8458
C -14.3588 -28.7303 -25.4471
C -14.6518 -30.0788 -24.7703
C -15.7408 -30.0314 -23.7652
C -15.4548 -28.9730 -22.7265
N -15.2042 -28.1366 -21.9615
H -15.0874 -28.3265 -26.1502
H -13.4909 -28.7897 -26.1039
H -14.1661 -28.0140 -24.6485
H -13.7184 -30.4364 -24.3355
H -14.9499 -30.8046 -25.5270
H -15.6261 -31.0115 -23.3023
H -16.6939 -29.8521 -24.2628
C -13.1550 -33.3770 -28.4860
C -13.1457 -31.8772 -28.1195
C -14.2356 -31.1678 -28.9038
C -14.1806 -31.3514 -30.3740
N -14.2091 -31.4993 -31.5257
H -12.9301 -33.5989 -29.5292
H -14.0960 -33.8775 -28.2577
H -12.3571 -33.8879 -27.9472
H -12.2119 -31.3622 -28.3451
H -13.4463 -31.6964 -27.0875
H -14.2898 -30.0892 -28.7564
H -15.2400 -31.4126 -28.5584
N -18.3957 -25.8596 -27.7582
C -18.8004 -24.5776 -27.3756
C -18.2096 -23.6843 -28.3535
C -17.4952 -24.4158 -29.2283
C -17.6182 -25.7696 -28.8293
H -18.6091 -26.6145 -27.1220
H -19.4319 -24.3952 -26.5187
H -18.3421 -22.6155 -28.2724
H -16.9069 -23.9833 -30.0240
H -17.2427 -26.7213 -29.1754
N -19.2602 -28.3361 -25.5027
C -20.4898 -27.8610 -25.1552
C -20.3116 -26.7441 -24.3516
C -18.9410 -26.6686 -24.0887
C -18.2901 -27.7160 -24.7731
H -19.0325 -28.9598 -26.2639
H -21.4157 -28.2585 -25.5440
H -21.0466 -26.1282 -23.8550
H -18.4544 -25.9322 -23.4663
H -17.2471 -27.9907 -24.8287

=====

49
Properties=species:S:1:pos:R:3 method="wB97M-V/def2-TZVPD" e_tot_ev=-64965.955 homo_ha="-0.1487 / -0.1481" total_charge=-1 de_lowest_kcal_mol=0.0 homo_lumo_gap_ha="0.2505 / 0.2499" multiplicity=5
Fe 0.7785 0.9244 0.7092
N 1.5117 -0.6415 2.3031
C 0.5638 -1.7589 2.2736
C -0.8515 -1.2955 1.8880
O -1.7780 -2.1212 1.9711
N -0.8999 -0.0414 1.4709
C -2.1711 0.4877 1.0413
C -1.9699 1.6106 0.0154
O -2.9628 2.0414 -0.5765
O -0.7602 1.9919 -0.1680
H 1.3854 -0.0735 3.1322
H 2.4789 -0.9371 2.2829
H 0.8915 -2.4681 1.5102
H 0.4908 -2.3074 3.2170
H -2.8102 -0.2775 0.5930
H -2.7629 0.8870 1.8733
C 1.0643 3.8620 2.0698
C 2.3795 3.2309 1.7333
C 3.6559 3.6466 2.0424
C 4.5415 2.6697 1.5058
C 3.7524 1.7161 0.8994
C 4.1680 0.5169 0.1033
N 2.4281 2.0492 1.0379
H 1.2165 4.8439 2.5202
H 0.4911 3.2602 2.7844
H 0.4377 3.9801 1.1831
H 3.9194 4.5434 2.5851
H 5.6220 2.6749 1.5382
H 5.2171 0.2776 0.2852
H 4.0416 0.6842 -0.9695
H 3.5653 -0.3609 0.3487
N 1.0428 -0.4092 -1.0373
C 0.0943 -0.8961 -1.4896
N -0.9703 -1.4430 -2.0442
C -1.5786 -2.5873 -1.3331
C -2.4274 -3.3813 -2.3096
C -3.4734 -2.4815 -2.9647
C -2.8046 -1.2895 -3.6463
C -1.9450 -0.5136 -2.6638
H -2.1956 -2.2149 -0.5111
H -0.7802 -3.1856 -0.8977
H -2.9052 -4.1999 -1.7680
H -1.7834 -3.8228 -3.0766
H -4.1625 -2.1156 -2.1968
H -4.0658 -3.0483 -3.6864
H -3.5531 -0.6123 -4.0613
H -2.1807 -1.6417 -4.4742
H -2.5601 -0.0518 -1.8860
H -1.3857 0.2786 -3.1576